The following is a quantum chemistry calculation of C13H15CuN5O2 as an isolated structure, from the OMol25 dataset.

Last column: natural (NBO) charge in e.
Geometry (Å):
Cu -0.6801 0.3664 -0.1618  0.8396
C 4.7572 -0.8204 -0.7368  -0.1640
C 4.1839 -1.9867 -1.2350  -0.1954
C 2.8110 -2.1402 -1.2485  -0.2126
C 2.0094 -1.1095 -0.7620  0.1422
C 2.5784 0.0552 -0.2642  -0.2080
C 3.9553 0.2006 -0.2486  -0.2096
N 0.5895 -1.1796 -0.7323  -0.2444
N 0.0843 -2.2551 -1.0837  -0.1448
C -1.3337 -2.2892 -1.0056  0.2743
C -1.9523 -3.4803 -1.3386  -0.2003
C -3.3313 -3.5548 -1.2329  -0.1404
C -4.0297 -2.4410 -0.7989  -0.2292
C -3.3225 -1.2872 -0.4944  0.0656
N -1.9982 -1.2076 -0.5985  -0.5362
H 5.8334 -0.7118 -0.7287  0.2291
H 4.8154 -2.7790 -1.6131  0.2305
H 2.3532 -3.0408 -1.6310  0.2416
H 1.9283 0.8298 0.1281  0.2080
H 4.4024 1.1027 0.1459  0.2263
H -1.3468 -4.3146 -1.6624  0.2483
H -3.8519 -4.4697 -1.4806  0.2394
H -5.1050 -2.4558 -0.6945  0.2410
H -3.8357 -0.3973 -0.1538  0.2064
C -0.7089 4.2946 3.2418  -0.2771
O -0.6812 2.8647 3.1362  -0.4661
C -0.7167 2.2581 1.9619  0.8976
O -0.6655 1.0456 1.8964  -0.6652
N -0.7927 3.0561 0.8478  -0.5031
N -0.8964 2.4313 -0.4062  -0.6928
H -0.6368 4.5064 4.3023  0.2346
H -1.6510 4.6953 2.8642  0.1873
H 0.1446 4.7394 2.7289  0.1912
H -0.9429 4.0483 0.9035  0.4038
H -0.1699 2.7861 -1.0196  0.3935
H -1.7973 2.6400 -0.8255  0.3890

Properties
- Net charge: +1
- Gap between HOMO and LUMO: 7.8 eV
- Max |F|: 0.0059 hartree/bohr

***

The following is a quantum chemistry calculation of C24H44AuO3P2S as an isolated structure in a non-equilibrium geometry, from the OMol25 dataset.

Last column: Mulliken charge in e.
Geometry (Å):
Au 0.9972 1.4698 -0.9194  0.3362
C 4.0186 0.0629 0.7083  0.7280
C 3.7437 0.1694 -0.6513  0.4385
C 3.3842 2.2504 0.3546  0.4585
C 3.7952 1.3402 1.3298  1.1391
C 3.1879 1.5195 -0.9137  0.4021
C 4.6018 -1.1250 1.3821  -2.1853
H 4.1785 -2.0641 1.0030  0.4450
H 4.4174 -1.0924 2.4608  0.4407
H 5.6925 -1.1870 1.2398  0.3630
C 4.1200 1.6968 2.7274  -1.3638
H 4.3106 0.8003 3.3264  0.3781
H 3.3090 2.2694 3.2026  0.1317
H 5.0297 2.3185 2.7419  0.3258
C 3.2195 3.6999 0.5550  -1.4154
H 4.0710 4.1148 1.1172  0.3644
H 2.3019 3.8963 1.1307  0.1789
H 3.1459 4.2164 -0.4069  0.4128
C 3.2900 2.1735 -2.2510  -1.4866
H 4.3153 2.4309 -2.5423  0.3375
H 2.6797 3.0846 -2.2360  0.4611
H 2.8800 1.5013 -3.0140  0.3670
C 4.0642 -0.8286 -1.6900  -1.6372
H 5.0283 -0.6560 -2.2007  0.3144
H 3.2881 -0.8271 -2.4607  0.3618
H 4.1125 -1.8391 -1.2703  0.4102
C -0.0135 -0.7783 1.6902  -0.3820
C 0.7016 -1.8128 1.2268  -0.3007
C 0.5275 -2.5109 -0.0816  -1.1898
C -0.5131 -1.8271 -1.0073  0.9903
C -0.3504 -0.4313 -1.4431  -1.1756
C -0.9875 0.6986 -0.8680  -0.2356
C -1.7754 0.6620 0.4320  -0.0438
C -1.4533 -0.4464 1.4658  -0.2274
H 0.1716 -3.5461 0.0911  0.4825
H -1.5240 -1.9208 -0.4826  -2.1724
H 1.4892 -2.6109 -0.6133  0.3017
H -2.0652 -1.3467 1.2934  -0.3193
H 0.4654 -0.0673 2.3756  0.0832
H 1.5468 -2.1446 1.8385  0.5244
H -1.8191 -0.0572 2.4342  0.6454
H -1.6226 1.6176 0.9608  0.4924
H -1.4343 1.3946 -1.5945  0.6577
H -2.8501 0.6190 0.1729  0.0418
H -0.5832 -2.4415 -1.9200  0.9541
H -0.0353 -0.3097 -2.4847  0.7484
P -3.2919 -2.4028 -0.6076  1.1501
C -4.1479 -2.9258 0.9044  -1.2657
C -3.2370 -3.8359 -1.7170  -1.1810
P -3.6971 -0.1617 -2.7989  0.4216
C -4.3749 -1.1521 -1.3440  -1.4729
C -4.1064 -1.3404 -4.1557  -1.1354
C -5.2560 0.8150 -2.9198  -1.2548
H -4.4103 -2.0519 1.5196  0.4306
H -3.4809 -3.5834 1.4807  0.4049
H -5.0664 -3.4700 0.6377  0.4493
H -4.2222 -4.3202 -1.7495  0.3987
H -2.4979 -4.5392 -1.3056  0.4208
H -2.9313 -3.5573 -2.7334  0.2745
H -6.1029 0.1498 -3.1302  0.3935
H -5.1546 1.5489 -3.7248  0.4257
H -5.4270 1.3370 -1.9707  0.3782
H -4.6258 -0.4119 -0.5576  0.7042
H -5.3179 -1.6434 -1.6576  0.6916
H -3.9543 -0.7917 -5.0924  0.4212
H -5.1529 -1.6587 -4.0936  0.3783
H -3.4426 -2.2092 -4.1489  0.2997
C 1.1648 3.2604 4.7933  -1.0859
S 0.0425 2.7626 3.4580  1.1862
O -0.5347 1.5032 3.9538  -0.7145
O -0.9020 3.8723 3.2988  -0.7107
O 0.9161 2.5724 2.2779  -0.5353
H 0.5664 3.5366 5.6707  0.3503
H 1.7444 4.1214 4.4477  0.3119
H 1.8432 2.4406 5.0552  0.2831

Properties
- <S²>: 2.0189
- Net charge: +1
- Energy relative to the best compared isomer or geometry (same formula, charge and spin): 42.74 kcal per mole
- Gap between HOMO and LUMO (alpha / beta): 6.8 / 4.0 eV
- Max |F|: 0.0537 hartree/bohr
- Spin multiplicity: 3

***

The following is a quantum chemistry calculation of a 2-piece molecular cluster, C3H10N2O overall in a non-equilibrium geometry, from the OMol25 dataset.

Last column: natural (NBO) charge in e.
Geometry (Å):
C -1.4160 1.5669 0.6789  -0.6378
C -0.3391 0.5348 0.2884  0.0525
C 0.9437 0.7733 0.5824  -0.0104
N 2.0552 0.1418 0.0175  -0.8176
N -0.8907 -0.6772 -0.2650  -0.8865
H -1.9051 1.9906 -0.1998  0.2067
H -0.8235 2.3869 1.1004  0.2071
H -2.1830 1.2045 1.3693  0.1991
H 1.0369 1.5960 1.2839  0.1948
H 1.7156 -0.4385 -0.7253  0.3772
H 2.8545 0.7214 -0.1474  0.3860
H -1.5565 -0.5480 -1.0208  0.3669
H -1.4172 -1.0830 0.5059  0.3666
H 0.1472 -2.7372 -0.5599  0.4830
H 0.9848 -2.3246 -1.7190  0.4555
O 0.7931 -3.1076 -1.1895  -0.9429

Properties
- SMILES: C/C(N)=C/N.O
- Net charge: 0
- Energy relative to the best compared isomer or geometry (same formula, charge and spin): 36.12 kcal per mole
- Gap between HOMO and LUMO: 8.8 eV
- Max |F|: 0.0408 hartree/bohr

***

The following is a quantum chemistry calculation of one molecule with the formula C4H6O2, from the OMol25 dataset.

Last column: natural (NBO) charge in e.
Geometry (Å):
C -0.8917 -1.1137 -0.1484  -0.6310
C 0.0375 0.0347 0.1763  0.0900
C -0.2985 1.4397 -0.1202  -0.0895
O -0.3214 0.9522 1.2065  -0.4739
C 1.5121 -0.2705 0.1791  0.4237
O 2.0644 -1.0026 -0.6027  -0.5065
H -0.5386 -2.0537 0.2931  0.2268
H -1.8970 -0.8947 0.2245  0.2307
H -0.9294 -1.2564 -1.2317  0.2310
H 0.4910 2.1522 -0.3777  0.1872
H -1.2734 1.6535 -0.5566  0.1905
H 2.0721 0.2428 0.9831  0.1210

Properties
- SMILES: C[C@@]1(C=O)CO1
- Net charge: 0
- Energy relative to the best compared isomer or geometry (same formula, charge and spin): 42.38 kcal per mole
- Gap between HOMO and LUMO: 10.9 eV
- Max |F|: 0.0090 hartree/bohr

***

The following is a quantum chemistry calculation of C20H31CaNO19 as an isolated structure in a non-equilibrium geometry, from the OMol25 dataset.

Last column: Mulliken charge in e.
Geometry (Å):
Ca -0.8157 -0.7357 1.3253  2.2023
O -0.4362 -2.2157 2.8618  -0.9685
H 0.0358 -2.2886 3.6838  0.0445
N -3.6563 -0.2302 1.9890  1.1354
O -4.8420 0.1040 1.9175  -0.7068
O -2.7411 0.5041 2.4462  -0.5981
O -3.2629 -1.3588 1.5818  -0.6162
C -0.0708 5.4562 1.6631  -1.2697
C -0.8089 5.0100 0.4037  0.2787
C 0.1307 4.5855 -0.7368  -0.5337
O 0.2333 3.1875 -0.5604  -0.2886
C -0.8000 2.7508 0.2164  0.0565
O -0.9383 1.6177 0.5057  0.1285
O -1.5126 3.7972 0.6305  -0.3072
H 0.8648 5.9799 1.4513  0.3559
H 0.2690 4.5884 2.2320  0.2633
H -0.6896 6.1300 2.2510  0.3550
H -1.5580 5.7371 0.0990  0.4042
H 1.0880 5.0917 -0.6184  0.4133
H -0.2316 4.9561 -1.6990  0.2635
C 2.6200 1.0110 6.7043  -1.3906
C 1.1858 0.9003 6.2104  0.3091
C 0.4871 2.2526 5.8969  -0.4749
O 0.0859 2.1334 4.5586  -0.3274
C 0.4705 0.9530 4.0379  0.2115
O 0.1977 0.6502 2.9213  -0.4817
O 1.1549 0.2545 4.9272  -0.3522
H 3.0469 0.0410 6.9375  0.3503
H 2.5579 1.6085 7.6175  0.3890
H 3.1995 1.5638 5.9665  0.3465
H 0.5745 0.2944 6.8792  0.3402
H 1.2165 3.0601 6.0282  0.3054
H -0.3419 2.5022 6.5572  0.3184
C 2.4628 -2.5593 -4.4738  -1.3753
C 2.7120 -1.5492 -3.3437  0.4975
C 2.1442 -0.1709 -3.6109  -0.6241
O 1.6055 0.2566 -2.3718  -0.1926
C 1.4197 -0.8151 -1.5993  0.3474
O 0.9429 -0.8163 -0.5203  -0.3600
O 2.0864 -1.8934 -2.1094  -0.2773
H 2.1360 -2.1060 -5.4139  0.3691
H 1.6408 -3.2198 -4.1970  0.2802
H 3.3595 -3.1168 -4.7342  0.3507
H 3.7875 -1.5211 -3.1672  0.2890
H 1.2614 -0.2286 -4.2687  0.2190
H 2.7426 0.5367 -4.1839  0.4131
C 2.0252 -6.0879 -1.0260  -1.4827
C 0.7101 -5.5055 -1.4621  0.4845
C -0.5121 -6.1726 -0.8168  -0.4080
O -1.2468 -5.0564 -0.2527  -0.3801
C -0.5460 -3.9144 -0.4377  0.3250
O -0.9204 -2.8414 -0.1098  -0.4319
O 0.6381 -4.1689 -0.9749  -0.1608
H 2.1251 -7.1654 -1.1907  0.4061
H 2.2627 -5.8538 0.0106  0.3703
H 2.8598 -5.7347 -1.6411  0.3069
H 0.7034 -5.4716 -2.5541  0.1939
H -0.2825 -6.7707 0.0649  0.2772
H -1.1644 -6.7133 -1.4973  0.2928
C -2.9261 2.9502 -3.0509  -1.0261
C -3.0335 1.4786 -3.5071  0.3532
C -1.6860 0.9174 -4.0198  -0.6014
O -1.3409 -0.0532 -3.0243  -0.2065
C -2.2215 0.0019 -1.9918  0.2993
O -2.0246 -0.4762 -0.9277  -0.0870
O -3.2729 0.7353 -2.3337  -0.3400
H -3.8328 3.1649 -2.4863  0.3785
H -2.8453 3.6486 -3.8844  0.4448
H -2.0686 3.0613 -2.3882  -0.0692
H -3.7973 1.3735 -4.2748  0.3703
H -0.8239 1.5764 -4.1431  0.2458
H -1.7925 0.3890 -4.9722  0.3524

Properties
- Net charge: 0
- Gap between HOMO and LUMO: 6.8 eV
- Max |F|: 0.0449 hartree/bohr

***

The following is a quantum chemistry calculation of C50H72IrN2O4S2 as an isolated structure, from the OMol25 dataset.

Last column: Mulliken charge in e.
Geometry (Å):
Ir 0.4663 0.8261 -0.4326  2.6544
C 2.4287 -0.3074 -2.7634  -1.5266
N 2.5763 -0.0570 -1.3253  0.7509
C 3.6666 0.9014 -1.1118  -1.2016
C 2.8619 -1.3108 -0.5996  -1.2547
C 1.6145 -2.1637 -0.4133  -1.0075
N 0.5425 -1.4349 0.2876  0.6242
C 0.7076 -1.4497 1.7570  -1.4851
C 1.9442 -0.7859 2.2953  0.1503
C 2.8198 -1.5277 3.0625  -0.5778
C 3.9660 -0.9603 3.6148  -0.6301
C 4.1794 0.3831 3.3600  -0.6878
C 3.3306 1.1899 2.5909  -0.2144
C 2.1906 0.5763 2.0531  0.4164
O 1.2894 1.2507 1.2972  0.1248
C 3.7206 2.6763 2.4848  2.5599
C 3.6033 3.2914 3.8886  -1.8930
C 5.1742 2.8084 1.9997  -1.6764
C 2.8595 3.5201 1.5436  -2.0159
C 4.9009 -1.8077 4.4738  2.1206
C 4.1347 -2.2896 5.7142  -1.6690
C 6.1291 -1.0240 4.9367  -2.0787
C 5.3792 -3.0227 3.6675  -1.6178
C -0.7911 -1.9926 -0.0144  -1.0170
C -1.0934 -2.1458 -1.4776  0.0809
C -1.5416 -3.3895 -1.8923  -0.2434
C -1.8974 -3.6445 -3.2053  -0.8928
C -1.7748 -2.5925 -4.0995  0.1897
C -1.3310 -1.3156 -3.7572  -0.6982
C -0.9826 -1.0894 -2.3999  0.4801
O -0.5152 0.1217 -1.9735  -0.4483
C -1.2945 -0.2467 -4.8598  2.5826
C -1.6825 -0.8235 -6.2243  -2.5677
C 0.1001 0.3753 -5.0091  -1.3084
C -2.2861 0.8556 -4.5275  -1.5743
C -2.4019 -5.0284 -3.6072  1.9518
C -2.7016 -5.1231 -5.1030  -2.1444
C -3.6926 -5.3348 -2.8340  -1.6460
C -1.3410 -6.0819 -3.2608  -1.6539
H 3.3384 -0.7745 -3.1604  0.3790
H 2.2636 0.6354 -3.2780  0.4665
H 1.5784 -0.9563 -2.9598  0.4003
H 4.6145 0.5037 -1.4944  0.4198
H 3.7709 1.0980 -0.0470  0.0964
H 3.4391 1.8324 -1.6297  0.3136
H 3.2900 -1.0492 0.3642  0.2130
H 3.6172 -1.8908 -1.1461  0.6236
H 1.8727 -3.0814 0.1308  0.4338
H 1.2250 -2.4652 -1.3854  0.4912
H 0.7047 -2.4960 2.0896  0.5046
H -0.1813 -0.9746 2.1778  0.2564
H 2.6025 -2.5782 3.2209  0.5312
H 5.0570 0.8488 3.7833  0.4648
H 4.2758 2.8099 4.5993  0.3312
H 2.5843 3.1899 4.2680  0.3315
H 3.8528 4.3540 3.8540  0.5067
H 5.8835 2.2910 2.6440  0.3427
H 5.4569 3.8624 1.9808  0.5070
H 5.2907 2.4142 0.9883  0.2934
H 1.8376 3.5876 1.9038  0.0103
H 2.8299 3.1316 0.5275  0.1496
H 3.2820 4.5275 1.5071  0.6600
H 3.7529 -1.4424 6.2867  0.3630
H 4.7927 -2.8718 6.3619  0.4643
H 3.2884 -2.9216 5.4405  0.3326
H 5.8547 -0.1697 5.5582  0.3945
H 6.7207 -0.6640 4.0925  0.4017
H 6.7680 -1.6740 5.5357  0.4452
H 4.5477 -3.6588 3.3613  0.3267
H 6.0559 -3.6308 4.2705  0.4369
H 5.9141 -2.7067 2.7696  0.3625
H -1.5290 -1.3449 0.4655  0.0120
H -0.8745 -2.9827 0.4521  0.4866
H -1.6048 -4.1813 -1.1541  0.5530
H -2.0360 -2.7748 -5.1297  0.7212
H -1.0066 -1.6202 -6.5409  0.4850
H -1.6264 -0.0274 -6.9676  0.4399
H -2.7041 -1.2080 -6.2347  0.4759
H 0.8528 -0.3910 -5.2084  0.3291
H 0.3801 0.9295 -4.1189  -0.1493
H 0.0982 1.0695 -5.8521  0.6162
H -3.2864 0.4451 -4.3696  0.3469
H -2.3395 1.5759 -5.3476  0.4886
H -1.9751 1.3783 -3.6404  0.1302
H -3.4759 -4.4165 -5.4076  0.3896
H -3.0615 -6.1259 -5.3363  0.4467
H -1.8100 -4.9419 -5.7064  0.3999
H -4.4601 -4.5899 -3.0528  0.3667
H -3.5230 -5.3398 -1.7563  0.3293
H -4.0781 -6.3159 -3.1175  0.4580
H -0.4050 -5.8757 -3.7832  0.3644
H -1.6860 -7.0737 -3.5587  0.4630
H -1.1329 -6.1108 -2.1903  0.3096
O -1.6758 1.2392 0.8864  -1.2000
S -2.0261 0.9904 2.3354  0.5729
C -2.4625 2.5999 3.0943  -1.0968
C -2.9137 3.6738 2.1052  0.3213
C -1.8502 4.7417 1.8214  -1.5784
C -0.5714 4.2132 1.1777  1.0680
S -0.4384 4.3697 -0.6278  -0.1798
O 0.2970 3.1055 -1.0559  -0.4316
C -2.1675 4.3069 -1.0264  0.3241
C -2.8930 3.1308 -1.0544  0.2359
C -4.2474 3.1902 -1.3475  -0.7085
C -4.8593 4.4094 -1.6059  -0.7919
C -4.1179 5.5814 -1.5907  -0.6067
C -2.7610 5.5315 -1.3100  -0.2696
C -3.6442 0.2424 2.2654  0.6675
C -4.1732 -0.3240 3.4173  -0.8208
C -5.4192 -0.9274 3.3563  -0.7557
C -6.1095 -0.9749 2.1513  -0.5423
C -5.5589 -0.4215 1.0044  -1.1472
C -4.3139 0.1910 1.0540  0.2426
H -1.5802 2.9032 3.6607  0.5985
H -3.2459 2.3449 3.8083  0.5614
H -3.7871 4.1777 2.5213  0.5065
H -3.2412 3.2038 1.1757  -0.4061
H -1.5736 5.2322 2.7577  0.4442
H -2.3076 5.5180 1.2050  0.4812
H -0.4309 3.1446 1.3348  -1.1471
H 0.3125 4.7291 1.5482  0.8973
H -2.4064 2.1888 -0.8480  0.1900
H -4.8281 2.2785 -1.3833  0.4860
H -5.9163 4.4446 -1.8343  0.4349
H -4.5891 6.5293 -1.8122  0.4201
H -2.1644 6.4361 -1.3167  0.5037
H -3.6196 -0.2990 4.3491  0.4860
H -5.8463 -1.3713 4.2453  0.4233
H -7.0774 -1.4560 2.1061  0.4187
H -6.0954 -0.4715 0.0662  0.4763
H -3.8534 0.6126 0.1696  0.2500

Properties
- <S²>: 6.0152
- Net charge: +1
- Gap between HOMO and LUMO (alpha / beta): 7.7 / 6.5 eV
- Max |F|: 0.0109 hartree/bohr
- Spin multiplicity: 5

***

> What is the formula in the fourth record?

C4H6O2

***

> What is the max |F| in the second record?

0.0537 hartree/bohr

***

> Look up the max |F| of the first one.

0.0059 hartree/bohr